Record 1
Entry from the OMol25 dataset: a molecular structure, C39H44AsTc (ωB97M-V/def2-TZVPD).

The geometry in XYZ format:
```
85
C39H44AsTc ωB97M-V/def2-TZVPD
C 1.7624 -0.3098 3.4676
H -3.8170 -1.9602 -1.5988
H -4.4465 3.1804 1.3777
H 2.1107 4.4297 -1.7766
C -3.5410 3.5597 -1.8565
H 2.6323 -2.9772 3.0312
H 0.0976 -3.7732 2.6887
C -0.7338 -5.2109 1.2883
H 0.3789 -2.7463 -1.5073
C -3.1856 1.9478 0.1421
C 0.2996 -0.1452 5.3958
C 0.6574 1.8411 0.0368
H 3.1047 2.9410 0.8061
C 1.3680 4.0202 -1.0997
C 3.3256 -2.8393 2.2000
H -0.8005 3.4948 0.5735
C -3.2449 0.9267 -1.9518
C 2.0164 1.7840 -4.5116
C 2.4187 1.9744 -3.1835
H -3.0189 3.6685 -2.8218
H 1.3564 4.6390 -0.1918
C 0.2234 -3.1380 0.6204
C -2.8765 -1.5315 -1.2806
C -0.9654 -5.5233 -0.0585
H -3.7694 1.5999 -3.9340
H 0.3295 1.6650 -5.9275
H 0.1152 0.2080 6.3966
H -1.1628 -1.9981 2.9304
As 1.1411 -1.3610 0.8813
H -2.8687 3.8945 0.9979
H 3.5040 2.0515 -2.9593
C -0.6573 -0.9047 4.7135
H 3.5167 -1.3702 -0.8841
H 4.9173 -3.9428 3.1574
H -2.5681 0.2452 -3.8493
H 2.7199 -0.0860 2.9792
C 0.7968 -1.0682 2.7989
H -1.0292 -5.8913 2.0758
C -3.0217 0.5192 0.3146
H -1.3508 1.7279 -4.2253
C -3.0241 -0.0954 -0.9755
H -1.4574 -6.4519 -0.3126
H -4.6160 3.7209 -2.0326
C 4.6102 -3.3886 2.2612
H 3.4509 1.4583 0.0510
H 2.7715 1.8921 -5.2944
H -0.7470 1.8842 1.5850
C -3.4827 0.6777 -3.4071
H -2.7519 0.4708 2.4550
H -3.1985 4.3561 -1.1890
H 0.3217 0.5437 -2.4770
C -0.3503 1.6180 -3.9162
C -3.0152 -0.1867 1.6207
C -0.4740 2.4425 0.6703
H -4.0017 -0.6076 1.8390
C 2.9475 -2.1066 1.0719
C -3.3754 2.9560 1.2321
H 5.7823 -2.4337 -0.7982
C -0.1112 -4.0087 1.6302
C 0.0466 -3.4441 -0.7352
C 3.1077 2.4707 -0.1827
H 6.4924 -3.6719 1.2390
C 3.8301 -1.9432 -0.0068
Tc -1.3362 1.3330 -0.8039
H -0.7085 -4.8946 -2.1073
H 3.8400 3.0884 -0.7933
C 5.4960 -3.2378 1.1913
C -0.5605 -4.6490 -1.0497
H 0.4127 4.2091 -1.5568
C 1.5177 0.1544 4.7503
C 5.0977 -2.5247 0.0453
C -0.4202 -1.3737 3.4322
H -2.9961 2.5757 2.1903
H -2.5526 -2.0886 -0.4066
C 0.0615 1.5511 -2.5103
C 0.6421 1.5963 -4.8733
C 1.7125 2.5176 -0.8911
C 1.5286 1.8689 -2.1256
H -4.2754 -0.0747 -3.5351
H 2.2694 0.7493 5.2667
H 1.1768 1.1462 0.7397
H -1.6142 -1.1333 5.1991
H -2.1684 -1.6951 -2.0878
H -2.3169 -1.0244 1.5936
C -3.2958 2.2122 -1.2515
```

Total charge: +1
Multiplicity: 4
Frontier orbital gap (alpha / beta) in hartree: 0.1831 / 0.2328
LUMO level (alpha / beta) in eV: -4.22 / -4.22
Highest occupied orbital energy (alpha / beta) in eV: -9.20 / -10.56

=====

Record 2
Entry from the OMol25 dataset: a molecular structure, C39H44CrN7PSSb (ωB97M-V/def2-TZVPD).

The geometry in XYZ format:
```
94
C39H44CrN7PSSb ωB97M-V/def2-TZVPD
H -4.1772 1.1654 -2.2188
H -3.1768 -0.3103 -2.3069
C 0.4366 3.8887 10.2285
C 0.4885 -4.2220 1.5400
H -4.6869 -0.8889 3.8962
C 0.3855 3.0759 8.0020
N 3.2100 0.3792 -0.3871
H -0.9660 2.2381 1.9898
H 2.7516 1.3924 9.8427
C -1.8034 -4.1859 2.2947
Cr 0.1025 0.0389 0.1072
C 4.5934 0.3423 -0.5348
H 1.3450 -3.1897 -0.1532
H 1.7713 -0.7895 2.6094
H -2.6172 1.1935 -3.0771
H -3.6613 -1.9894 -0.7876
C -3.1607 0.7745 -2.2327
H -0.8956 4.6609 8.7260
N 0.0174 2.9311 6.6718
N 5.0149 1.5188 -0.8692
H -2.6894 -5.2721 -2.8232
N 3.8712 2.2830 -0.9385
C -0.1807 2.1651 3.9631
H 2.7286 -1.1892 0.7072
H -2.7495 3.7739 -1.5046
C -0.1115 3.9560 8.9718
C 1.6603 -3.6750 0.7741
C -1.0557 -2.3593 -3.4177
H 0.0812 4.5539 11.0043
C -2.8321 -1.6459 1.1702
H -1.0829 -1.3921 3.2667
C -1.7175 -3.5460 -3.6747
Sb -2.2057 1.4073 -0.4666
C -3.8136 1.7478 0.8477
C -3.1246 -1.3384 2.5092
C -2.1813 -4.3380 -2.6223
H -0.4406 0.1481 -2.4804
C -4.4551 -1.1131 2.8602
C 5.4248 -0.8689 -0.3256
C 1.4239 0.4438 4.3167
H -2.4471 -5.8411 3.4903
H -1.7516 4.0318 -0.0570
C -1.8613 3.4415 -0.9663
H 2.2080 -2.9651 1.4016
C 2.7617 1.6199 -0.6562
H -0.9852 3.5752 -1.5972
N 2.3290 -0.6601 -0.0596
H -4.1647 2.7587 0.6458
H 1.8669 2.9488 11.5408
H 5.3462 -1.2341 0.7003
H -2.2138 -0.4608 4.2502
C 1.4636 2.9660 10.5368
C -0.8413 -1.9241 -2.1040
H -5.9866 -1.6095 -0.1137
H -2.2597 -2.2193 4.2599
H 2.1236 -0.1177 4.9224
N 1.6348 1.4724 7.1566
C -0.7590 -3.5824 1.5923
H 2.2506 -1.2821 -0.8617
H -1.8667 -3.8670 -4.6983
C -0.0533 -0.6539 -1.8466
H -2.3550 -4.5251 -0.5000
C -0.3836 -6.0105 2.9214
C -1.3384 -2.7060 -1.0662
H -3.5040 1.6557 1.8856
C -5.1923 -1.5191 0.6175
H -0.6836 -1.7594 -4.2411
C 1.2392 0.0693 3.0009
C -3.8746 -1.7255 0.2387
H -6.5088 -1.0547 2.2503
H 5.1335 -1.6707 -1.0061
P -1.1373 -2.0780 0.6148
C 0.7796 1.9799 6.2171
H 6.4626 -0.6103 -0.5183
H -4.5968 1.0253 0.6440
H 1.6162 -5.9273 2.1619
C -5.4833 -1.2111 1.9374
C 1.9638 2.0933 9.5998
C -1.6204 -5.3900 2.9574
C -0.2987 1.7257 2.6675
N 0.3897 0.6830 2.1683
H 3.9347 3.2543 -1.2040
H 2.3246 0.7531 7.0338
H -2.7818 -3.7245 2.3212
C -1.9897 -3.9188 -1.3221
C 1.3958 2.1747 8.3245
H -0.2295 -6.9529 3.4310
C 0.6937 1.5123 4.8280
C -2.1078 -1.3463 3.6214
H 0.9656 -0.7872 -2.2325
S 1.1500 2.1436 -0.6396
H -0.7573 3.0081 4.3216
C 0.6548 -5.4284 2.2107
H 2.3559 -4.4686 0.5042
```

Total charge: +2
Multiplicity: 4
Energy relative to the best compared isomer or geometry (same formula, charge and spin) in kcal/mol: 0.00
Frontier orbital gap (alpha / beta) in hartree: 0.2416 / 0.2599
LUMO level (alpha / beta) in eV: -5.83 / -5.34
Highest occupied orbital energy (alpha / beta) in eV: -12.40 / -12.41

=====

Record 3
Entry from the OMol25 dataset: a molecular structure, C39H45CrN5O (ωB97M-V/def2-TZVPD).

The geometry in XYZ format:
```
91
C39H45CrN5O ωB97M-V/def2-TZVPD
H 3.9733 -0.6967 -0.2451
H -2.9618 -5.0314 2.2503
H -2.1747 1.1223 -1.6118
C -1.4125 1.2809 -3.6519
C 0.6002 1.5996 -5.5695
C -2.3414 -4.1433 2.1144
H -0.4370 4.7180 -5.7629
C 0.5285 1.8596 0.6880
H -0.5857 3.4489 -0.2181
H 3.5883 0.4001 -1.5915
Cr 0.0184 -0.2332 0.3640
H -3.2227 1.9231 -2.7864
H -1.2692 3.7641 -7.0053
H -1.5543 -4.7023 0.1500
C 2.1069 0.3259 -0.0422
C 0.6027 0.4555 -4.7687
C -0.3996 3.7811 -6.3340
H 0.5045 3.7815 -6.9501
H 2.4408 -0.1371 -5.6437
H -2.4315 3.2748 4.4934
H -4.0568 -0.8939 1.5931
C 0.8675 1.0161 1.8142
H 3.2560 -1.5417 1.5978
H 2.1392 1.7859 -2.4001
C 1.7408 -0.5052 -4.8823
H 2.9657 -0.5866 3.0669
H -6.2086 -0.7189 4.3017
C -0.8309 -2.8092 0.8370
C 1.3137 1.4495 -0.4315
C -3.3606 3.5629 2.5620
H -1.6723 7.0481 2.5285
H -1.3853 5.5351 4.5056
H -4.2500 2.8806 5.3009
H 0.2198 3.9149 1.2904
H -0.3791 -2.3566 -4.6512
H 1.7567 -1.7459 2.5059
H -4.1452 4.0488 0.6127
C 1.4202 2.2285 -1.6991
C -3.6230 1.2917 1.5379
H 1.7398 3.2637 -1.4949
C -0.4174 0.3009 -3.8085
C -5.0158 2.3964 4.6851
H -5.6974 3.1723 4.3082
H -0.0896 -4.1138 -2.5431
C -2.1443 6.0615 2.5360
C -4.1196 0.0605 2.0885
N -0.4665 -0.8951 -3.0329
C -4.5688 0.3145 3.3564
C -1.9771 5.2180 3.6434
C -0.2146 -3.0474 -2.5907
H 0.9735 1.1628 3.9721
H -0.4574 1.9081 3.2227
C 3.1591 -0.3246 -0.8821
H 1.4118 -1.5043 -5.1879
H -4.8444 -0.3355 5.3885
C -1.3714 2.4258 -4.4621
C -2.5853 3.9622 3.6593
H -2.6854 -3.3235 4.0933
C -0.3850 2.5815 -5.4362
H 2.7715 -1.1759 -1.4693
H -4.6830 -1.6261 4.1792
H -2.1616 3.1705 -4.3393
H -1.2858 -1.3492 3.7123
C 1.8487 0.0494 1.3526
C 0.1936 -2.6828 -0.1561
N -4.4081 1.6342 3.6139
C -2.2188 -3.1776 3.1227
O -2.9875 1.5516 0.4970
C -2.5120 1.0973 -2.6620
H 0.4450 2.2777 -2.2059
N -0.1900 -2.2872 -1.4280
C -5.1117 -0.6309 4.3643
H 1.1467 -3.2046 -0.0670
C -0.4834 -0.9545 -1.6620
H -3.0607 6.3143 0.5752
N -1.0030 -1.7247 1.6436
H -1.2195 2.8753 1.3150
C 2.4940 -1.0072 2.1723
C -2.9277 5.6600 1.4429
H -0.3149 0.1691 3.3182
H -5.5757 1.7055 5.3166
C 0.2547 1.0845 3.1521
H 1.3702 1.7373 -6.3318
N -3.9348 2.2590 2.5053
C -0.3733 -2.1825 -3.5906
H 2.3059 -0.5986 -3.9378
C -0.2936 3.0891 0.7746
H -3.0601 0.1562 -2.8110
C -1.5907 -3.9851 0.9646
C -3.5405 4.4059 1.4526
C -1.5141 -2.0018 2.8744
```

Total charge: -1
Multiplicity: 4
Frontier orbital gap (alpha / beta) in hartree: 0.1017 / 0.1664
LUMO level (alpha / beta) in eV: 2.37 / 2.36
Highest occupied orbital energy (alpha / beta) in eV: -0.40 / -2.17

=====

Record 4
Entry from the OMol25 dataset: a molecular structure, C39H46Cl2N5O4PPbS2 (ωB97M-V/def2-TZVPD).

The geometry in XYZ format:
```
100
C39H46Cl2N5O4PPbS2 ωB97M-V/def2-TZVPD
C 2.0844 -1.0118 3.9820
Cl -3.7025 -1.0882 0.7995
C 0.6369 2.2591 5.5340
H 3.6898 1.2639 3.2986
H -3.9268 4.2400 -2.7613
H 2.3302 -3.5358 3.0023
P 3.3788 -1.2461 1.5543
C 0.6216 -2.4136 -2.5731
O 1.4635 -5.1970 -4.7877
C -2.4400 1.2452 -2.3143
C -3.3995 3.4126 -2.3042
C -2.2869 2.4641 -0.3822
H 1.2067 -2.1387 -5.0268
H -3.8191 -1.9689 2.9776
H 5.5965 -1.2859 -0.6936
H 0.7930 -5.5536 -2.4123
H -4.7500 3.1155 -7.3447
C -0.2932 3.0434 4.9083
C 0.2068 3.7698 7.2261
N -1.1035 1.5941 1.5732
H 2.4270 1.4114 2.0542
C -2.9924 3.5374 -0.9689
C 0.8742 -3.6115 -3.1885
H 6.2942 -0.0316 0.8328
C 0.8190 -1.0093 -3.0807
H 1.6341 2.1851 7.5044
C -2.8101 4.8520 1.0475
C 3.9303 0.9310 -0.1140
H 4.6519 0.5625 -0.8374
Pb 0.1209 -0.6100 0.0837
C -3.4346 2.1266 -4.4336
C 0.2806 -3.9602 -1.0918
H 4.4516 -1.5780 5.2772
H 2.0404 0.0515 3.7559
H 4.0186 -4.4295 -0.2991
N 0.6597 -4.5702 -2.2316
N -2.0574 1.3367 -1.0685
H 3.4840 -4.3953 1.3807
H 5.6111 -3.4600 2.3330
H 2.0393 -1.1455 5.0673
N 1.9363 -1.2354 1.0185
C -0.6557 1.7610 2.7955
O 0.8168 -0.0853 -2.2252
C -3.6068 1.3772 -6.7832
Cl -1.5167 -1.9996 2.5219
C 4.2285 0.4604 1.3203
S -0.8229 4.3117 5.9711
H 0.3273 -4.0264 1.0130
C 1.2754 -4.0203 -4.5559
H 0.5082 -5.6109 0.2276
C -3.1046 2.2708 -3.0209
H 6.4142 -2.0844 1.5744
C 3.5885 -3.7948 0.4797
C -3.2565 4.7236 -0.2171
H 4.6913 -0.1546 4.2704
H 5.9978 0.1314 2.5656
H 1.1207 1.4146 5.0652
H -3.1075 -0.3206 2.9360
O 0.9852 -0.8698 -4.3112
C 5.7798 -2.9502 1.3867
H 1.2113 -1.4816 3.5331
H -1.0809 -4.8293 0.3091
H -4.5692 3.9162 -4.8713
O 1.3822 -3.0657 -5.4378
C 3.5024 1.4503 2.2421
H -3.5234 0.8260 -7.7052
H 3.9535 2.0227 -0.1557
H -3.8139 5.5219 -0.6913
H 0.2219 4.2994 8.1641
C -1.5584 3.9457 2.9671
C 4.8081 -2.0357 -0.7153
C -0.0105 -4.6540 0.1892
C 4.5749 -1.2367 4.2453
H -1.7376 4.8719 3.5006
H 5.4937 -1.6767 3.8570
H 6.3302 -3.6348 0.7351
H 3.9187 -1.6168 -1.1887
H -2.2126 0.3084 -2.8141
C -3.1434 -1.2959 2.4634
C -4.2345 2.5658 -6.5717
H 2.9370 0.6092 -0.4277
H 2.5995 -3.4653 0.1597
H -0.1217 0.9121 3.2145
N 0.2414 -2.6569 -1.2804
C 4.4763 -2.5601 0.6886
H -2.9978 5.7516 1.6204
C -2.0622 3.8030 1.6699
C -4.1355 2.9947 -5.2298
H 5.1642 -2.8632 -1.3338
H 2.8663 -3.3530 4.6751
H 3.8430 2.4656 2.0248
C 3.3571 -1.6701 3.4296
C -1.8006 2.5955 0.9758
C -0.8383 2.9292 3.5593
S -2.8867 0.7671 -5.3587
C 3.1440 -3.1751 3.6320
H 4.0388 -3.7603 3.4328
H 6.0627 1.5630 1.5375
C 5.7327 0.5214 1.5841
C 0.9245 2.6774 6.8565
```

Total charge: 0
Frontier orbital gap in hartree: 0.2620
LUMO level in eV: -0.64
Highest occupied orbital energy in eV: -7.77

=====

Record 5
Entry from the OMol25 dataset: a molecular structure, C39H46F3IrN6OSTe (ωB97M-V/def2-TZVPD).

The geometry in XYZ format:
```
98
C39H46F3IrN6OSTe ωB97M-V/def2-TZVPD
H -6.3259 1.4341 -0.8040
C -3.9348 1.3618 -4.5919
C -1.8114 2.2216 -3.8494
H -3.3984 3.4400 -4.6251
H -5.3834 1.1844 -2.2808
H -5.4291 -0.4408 1.0448
H 1.7982 -1.4978 -8.3302
F -0.5078 -6.8128 -0.8175
N -3.0327 0.7905 -0.7186
H -0.2005 0.4506 5.0020
H 1.2490 -2.0120 1.7431
C 1.0479 -0.2444 -4.7568
N -0.0910 -1.9794 0.1829
C -0.6822 -4.0834 -0.7854
O 1.7677 0.2563 0.0124
Te 0.5780 0.5687 -2.8444
H 3.1798 1.5038 5.9320
N -2.3265 -0.0045 0.1142
H 1.5115 -4.4831 1.7406
C 0.1441 -4.7394 0.1052
Ir -0.2732 0.1384 0.1166
H 3.7718 1.6606 4.2688
C 0.3241 -6.2423 0.0580
H 0.8920 -2.3661 5.5193
H -1.9169 -1.1522 -3.5560
H -5.0621 2.5853 -1.2616
C 6.6610 0.4973 -0.6545
H -4.1730 -0.7707 -4.4613
H -2.3697 -2.4494 1.5709
H 0.2385 -2.2104 -4.4121
C 3.7264 0.9992 5.1342
C 5.5774 0.4456 -1.5212
H -1.1238 5.1962 0.2320
H 1.0143 0.0491 6.2048
C 1.5863 -1.1451 -7.3291
F 1.5772 -6.5496 -0.2985
C 4.0706 0.3716 0.3584
C 1.9331 0.1471 -6.9611
C 5.1598 0.4391 1.2210
H -3.7665 -1.8969 2.4983
H 0.7080 -2.9985 -6.6967
C 0.0833 -1.6679 5.2983
C -1.3886 0.9322 -3.5410
C -0.0555 3.3429 -0.0633
H -1.2542 -4.6302 -1.5213
H -2.0551 3.7576 0.6877
H -1.3964 -2.1468 -1.3959
C 3.0524 -0.3114 4.7578
C 0.7079 -1.5418 -5.1245
H 3.6268 -0.8285 3.9964
C 2.6757 0.2710 0.8925
N -0.4080 1.9739 -0.3152
H 3.4420 0.3380 -1.6866
N 2.5536 0.2027 2.1953
C -3.5156 0.0719 -4.2858
H 2.4100 0.8072 -7.6740
N 1.6845 -0.0942 4.2540
H 7.2906 0.5482 1.3967
C -2.2479 -0.1413 -3.7633
H 0.9881 4.5817 1.3642
H 2.9736 -0.9624 5.6288
H 4.9833 0.4509 2.2886
H -0.3711 -1.9473 4.3464
H -0.6693 -1.7568 6.0816
H 7.6676 0.5382 -1.0500
C -2.8623 -1.5710 1.9886
C 0.6058 -0.2392 5.2366
H 5.7383 0.4549 -2.5914
C -3.0841 2.4350 -4.3725
S -0.1780 0.4639 2.4978
C -1.3536 4.1658 -0.0432
H -1.8270 4.1628 -1.0281
H 0.0222 3.2964 2.1146
C 4.2885 0.3834 -1.0166
C -4.3472 0.7350 -0.4701
H -2.1889 -1.1291 2.7188
C 1.4667 0.1556 2.9646
H 1.7858 3.3075 -1.2192
C 1.6669 0.5995 -5.6737
H 1.5616 2.9027 1.3256
C -5.3386 1.5300 -1.2491
H 1.0971 4.9237 -0.9561
C -0.7667 -2.7036 -0.7155
C 0.8589 3.8813 -1.1716
F 0.0994 -6.7843 1.2620
H 1.9340 1.6105 -5.3908
H 4.7424 0.8085 5.4815
C -4.5037 -0.1505 0.5762
H 0.3696 3.8282 -2.1441
C 0.8552 -3.9995 1.0295
C 6.4500 0.4992 0.7173
C 0.9748 -1.9887 -6.4118
H -4.9190 1.5283 -5.0117
C -3.2208 -0.5910 0.9200
C 0.7094 -2.6245 1.0357
H -1.1414 3.0604 -3.7120
C 0.6753 3.5394 1.2773
H -2.5462 1.3250 -1.4281
```

Total charge: +1
Multiplicity: 2
Energy relative to the best compared isomer or geometry (same formula, charge and spin) in kcal/mol: 17.84
Frontier orbital gap (alpha / beta) in hartree: 0.2660 / 0.2447
LUMO level (alpha / beta) in eV: -3.00 / -3.08
Highest occupied orbital energy (alpha / beta) in eV: -10.24 / -9.74